Record 1
{"formula": "C22H22AuBrFN4O4", "method": "wB97M-V/def2-TZVPD", "homo_lumo_gap_ev": [7.281, 4.195], "e_tot_ha": -4180.063341, "max_force_ev_per_a": 1.50, "spin_multiplicity": 3, "homo_ha": [-0.592, -0.604], "charge": 3, "species": ["Au", "F", "C", "C", "C", "C", "O", "C", "C", "N", "C", "C", "C", "C", "C", "C", "N", "C", "C", "N", "C", "C", "C", "O", "O", "H", "H", "H", "H", "H", "H", "H", "H", "H", "H", "H", "H", "H", "H", "H", "H", "H", "H", "O", "C", "C", "C", "N", "C", "Br", "C", "H", "H", "H", "H"], "xyz": [[-4.318, -0.770, -0.395], [2.024, -3.066, -0.505], [1.706, -1.785, -0.334], [0.393, -1.445, -0.358], [-0.009, -0.100, -0.236], [-1.438, 0.221, -0.280], [-2.247, -0.738, -0.414], [-1.729, 1.596, -0.192], [-0.712, 2.518, -0.040], [0.587, 2.221, 0.041], [1.564, 3.297, 0.145], [1.299, 4.445, 1.066], [2.384, 3.470, 1.397], [0.980, 0.902, -0.081], [2.317, 0.547, -0.062], [2.738, -0.798, -0.199], [4.066, -1.105, -0.192], [5.077, -0.150, -0.644], [6.271, -0.064, 0.326], [6.447, -1.365, 1.052], [6.078, -2.512, 0.166], [4.567, -2.487, -0.090], [-3.158, 2.201, -0.250], [-3.188, 3.415, -0.242], [-4.146, 1.402, -0.307], [-0.355, -2.214, -0.495], [-0.987, 3.565, 0.006], [2.043, 3.507, -0.805], [0.408, 4.412, 1.680], [1.561, 5.436, 0.727], [2.221, 2.798, 2.230], [3.412, 3.784, 1.271], [3.041, 1.334, 0.099], [4.648, 0.839, -0.775], [5.418, -0.473, -1.632], [6.148, 0.729, 1.061], [7.176, 0.138, -0.244], [5.853, -1.385, 1.885], [7.412, -1.452, 1.384], [6.348, -3.451, 0.644], [6.656, -2.424, -0.752], [4.045, -2.995, 0.720], [4.374, -3.050, -1.005], [-10.242, -2.309, -0.484], [-9.009, -1.862, -0.461], [-8.652, -0.504, -0.452], [-7.326, -0.154, -0.434], [-6.348, -1.074, -0.423], [-6.695, -2.369, -0.427], [-5.182, -3.513, -0.414], [-7.977, -2.822, -0.445], [-10.917, -1.620, -0.496], [-9.403, 0.274, -0.460], [-7.013, 0.882, -0.428], [-8.212, -3.877, -0.449]], "forces_ev_per_angstrom": [[0.3, 0.6, 0.0], [0.2, 0.2, 0.0], [-0.5, -0.3, 0.0], [0.2, 0.1, 0.0], [-0.1, -0.4, 0.0], [0.1, 0.5, 0.0], [0.3, -0.3, 0.1], [-0.8, -0.4, 0.0], [0.0, -0.1, -0.1], [0.0, 0.2, 0.1], [0.2, 0.1, -0.1], [-0.1, 0.0, 0.1], [0.1, -0.1, 0.1], [0.2, -0.1, 0.0], [-0.1, 0.5, -0.1], [0.5, -0.1, 0.1], [-0.6, 0.0, -0.3], [0.3, 0.2, 0.1], [-0.2, 0.3, -0.2], [0.0, -0.1, 0.0], [-0.2, -0.1, -0.2], [0.2, -0.2, 0.1], [1.4, 0.4, 0.0], [-0.4, -0.3, 0.0], [-1.1, -0.5, 0.0], [0.0, 0.0, 0.0], [0.0, 0.0, 0.0], [-0.1, 0.0, 0.0], [0.0, 0.0, 0.0], [0.0, 0.0, -0.1], [-0.1, 0.0, 0.0], [0.0, 0.0, 0.0], [-0.1, -0.1, 0.0], [0.1, -0.1, 0.0], [-0.1, -0.1, 0.0], [0.0, -0.1, 0.1], [0.1, 0.0, 0.1], [0.1, 0.0, 0.1], [0.0, 0.0, 0.0], [0.0, 0.0, 0.1], [0.1, 0.1, 0.1], [0.0, 0.1, 0.0], [-0.1, 0.0, 0.0], [-0.2, -0.3, 0.0], [0.5, 0.3, 0.0], [-0.1, -0.1, 0.0], [0.0, 0.1, 0.0], [0.0, 0.0, 0.0], [0.1, 0.0, 0.0], [-0.1, 0.0, 0.0], [-0.2, -0.1, 0.0], [0.0, 0.1, 0.0], [0.0, 0.0, 0.0], [0.0, 0.0, 0.0], [0.0, 0.0, 0.0]], "lowdin_charge": [1.09, 0.13, -0.15, 0.13, 0.02, -0.26, -0.14, 0.02, 0.10, 0.03, -0.24, -0.05, -0.08, -0.09, 0.12, -0.07, 0.01, -0.07, -0.04, 0.08, -0.06, -0.07, -0.58, 0.10, -0.10, 0.16, 0.16, 0.16, 0.13, 0.13, 0.12, 0.11, 0.11, 0.13, 0.16, 0.15, 0.15, 0.20, 0.20, 0.16, 0.15, 0.15, 0.16, 0.16, -0.27, 0.05, -0.07, -0.17, -0.70, 0.87, 0.01, 0.15, 0.14, 0.13, 0.14]}

Record 2
{"formula": "C22H22BF2MnN2O5Si", "method": "wB97M-V/def2-TZVPD", "homo_lumo_gap_ev": [6.186, 6.171], "e_tot_ha": -3002.447738, "max_force_ev_per_a": 0.93, "spin_multiplicity": 2, "homo_ha": [-0.149, -0.149], "charge": -1, "species": ["Mn", "C", "Si", "C", "C", "N", "C", "C", "C", "C", "C", "C", "O", "C", "C", "C", "C", "C", "C", "H", "H", "H", "H", "H", "H", "H", "H", "H", "H", "H", "H", "H", "H", "H", "H", "H", "H", "O", "C", "C", "C", "C", "C", "C", "C", "O", "N", "O", "O", "H", "H", "H", "H", "F", "B", "F"], "xyz": [[-0.138, -0.293, 0.241], [1.156, 3.058, 1.453], [-0.637, 2.525, 1.635], [-1.548, 4.162, 1.883], [-0.896, 1.547, 3.211], [-1.082, 1.533, 0.292], [-1.955, 1.817, -0.722], [-2.984, 2.780, -0.695], [-3.845, 2.984, -1.765], [-3.741, 2.222, -2.916], [-2.753, 1.242, -2.980], [-1.891, 1.066, -1.922], [-0.890, 0.090, -1.914], [-0.753, -0.753, -2.998], [-0.219, -0.284, -4.188], [-0.038, -1.168, -5.243], [-0.384, -2.506, -5.103], [-0.910, -2.959, -3.900], [-1.098, -2.083, -2.840], [1.541, 3.478, 2.390], [1.247, 3.823, 0.676], [1.784, 2.207, 1.182], [-1.034, 4.709, 2.682], [-2.590, 4.029, 2.189], [-1.526, 4.785, 0.985], [-0.468, 2.051, 4.086], [-0.436, 0.563, 3.122], [-1.965, 1.398, 3.386], [-3.121, 3.354, 0.208], [-4.621, 3.738, -1.684], [-4.421, 2.364, -3.746], [-2.673, 0.617, -3.860], [0.049, 0.762, -4.274], [0.381, -0.807, -6.175], [-0.243, -3.192, -5.930], [-1.178, -4.002, -3.784], [-1.506, -2.403, -1.889], [0.991, -1.743, -0.502], [1.828, -2.454, 0.035], [2.505, -2.171, 1.267], [3.442, -3.086, 1.736], [4.087, -2.872, 2.924], [3.794, -1.731, 3.707], [2.890, -0.815, 3.272], [2.208, -0.971, 2.017], [1.408, -0.090, 1.607], [5.069, -3.830, 3.387], [5.373, -4.758, 2.653], [5.560, -3.658, 4.492], [2.093, -3.395, -0.474], [3.674, -3.976, 1.162], [4.305, -1.611, 4.652], [2.654, 0.066, 3.855], [-2.616, -2.143, 0.047], [-1.748, -1.500, 0.892], [-2.130, -1.715, 2.179]], "forces_ev_per_angstrom": [[-0.5, 0.8, 0.0], [0.1, 0.0, 0.1], [0.0, -0.1, -0.1], [-0.1, 0.0, 0.0], [0.1, 0.0, 0.1], [0.1, 0.0, 0.1], [0.0, -0.1, 0.1], [0.0, 0.0, 0.0], [0.0, 0.0, 0.0], [0.0, 0.0, 0.0], [0.0, 0.0, -0.1], [-0.1, 0.0, 0.1], [0.1, -0.1, 0.2], [0.0, -0.1, 0.0], [0.1, 0.0, 0.0], [0.0, 0.0, 0.0], [0.0, 0.0, 0.0], [0.0, 0.0, 0.0], [-0.1, -0.1, 0.0], [0.0, 0.0, -0.1], [0.0, 0.0, 0.0], [0.0, 0.1, 0.0], [0.0, 0.0, 0.0], [0.0, 0.0, 0.0], [0.0, 0.0, 0.1], [0.0, 0.0, -0.1], [0.0, 0.0, 0.0], [0.0, 0.0, 0.0], [0.0, 0.0, 0.0], [0.0, 0.0, 0.0], [0.0, 0.0, 0.0], [0.0, 0.0, 0.0], [0.0, 0.0, 0.0], [0.0, 0.0, 0.0], [0.0, 0.0, 0.0], [0.0, 0.0, 0.0], [0.0, 0.0, 0.0], [-0.5, -0.3, -0.5], [0.5, -0.2, 0.1], [-0.2, 0.0, 0.3], [0.0, -0.2, -0.1], [0.0, 0.1, 0.2], [0.1, -0.2, 0.0], [0.0, 0.1, -0.1], [0.2, -0.2, -0.2], [-0.5, 0.1, 0.2], [0.0, 0.1, 0.0], [0.0, -0.1, 0.0], [0.0, 0.0, 0.1], [0.2, 0.1, 0.0], [0.0, 0.0, 0.0], [0.0, 0.0, 0.0], [0.0, 0.0, 0.0], [0.0, 0.0, 0.1], [0.5, 0.1, -0.1], [0.0, 0.0, -0.1]], "lowdin_charge": [0.63, -0.18, 0.39, -0.20, -0.17, -0.11, -0.29, -0.04, -0.12, -0.13, -0.03, -0.18, -0.06, -0.28, -0.01, -0.09, -0.11, -0.07, 0.01, 0.03, 0.02, 0.00, 0.02, 0.02, 0.03, 0.03, 0.01, 0.03, 0.07, 0.09, 0.09, 0.11, 0.13, 0.10, 0.09, 0.10, 0.11, -0.05, -0.16, -0.11, 0.04, -0.17, 0.00, 0.02, -0.32, -0.10, -0.37, 0.04, 0.04, 0.14, 0.13, 0.11, 0.12, 0.07, -0.54, 0.09]}